[1]
C6H14O | ωB97M-V/def2-TZVPD

Cartesian coordinates (Å):
C: -1.530 -0.706 -1.098
C: -1.090 -0.310 0.312
C: -2.207 0.452 1.026
C: 0.200 0.520 0.315
C: 1.396 -0.161 -0.348
C: 2.698 0.593 -0.101
O: 1.495 -1.490 0.158
H: -2.472 -1.268 -1.066
H: -0.787 -1.341 -1.594
H: -1.694 0.181 -1.724
H: -0.881 -1.230 0.871
H: -3.123 -0.148 1.079
H: -2.448 1.381 0.492
H: -1.918 0.719 2.050
H: 0.461 0.763 1.355
H: 0.027 1.478 -0.197
H: 1.215 -0.201 -1.432
H: 2.890 0.679 0.975
H: 2.658 1.601 -0.529
H: 3.543 0.062 -0.553
H: 1.731 -2.067 -0.573

* HOMO level: -10.22 eV
* HOMO-LUMO gap: 11.14 eV
* total charge: 0
* energy relative to the best compared isomer or geometry (same formula, charge and spin): 0.172 eV
* multiplicity: 1
* LUMO: 0.9 eV

These are the Löwdin partial charges, in e, on atoms 1 to 2: -0.079 -0.440


[2]
C3H7NO2 | ωB97M-V/def2-TZVPD

Cartesian coordinates (Å):
C: -0.868 1.225 0.035
C: -0.744 0.035 -0.865
N: -0.831 -1.200 -0.565
O: -1.059 -1.407 0.794
C: 1.956 -0.284 0.270
O: 2.311 0.418 -0.645
H: -1.687 1.866 -0.309
H: -1.054 0.936 1.072
H: 0.057 1.814 -0.026
H: -1.159 -2.367 0.835
H: 2.159 -1.372 0.303
H: 1.395 0.121 1.138
H: -0.519 0.207 -1.919

* HOMO level: -9.96 eV
* HOMO-LUMO gap: 10.79 eV
* total charge: 0
* energy relative to the best compared isomer or geometry (same formula, charge and spin): 3.569 eV
* multiplicity: 1
* LUMO: 0.8 eV

These are the Löwdin partial charges, in e, on atoms 1 to 2: -0.077 -0.238


[3]
C5H8O2 | ωB97M-V/def2-TZVPD

Cartesian coordinates (Å):
C: 1.443 1.140 0.744
C: 1.402 0.887 -0.733
O: 0.445 -1.844 -0.714
C: -0.004 -2.059 0.384
C: -2.070 -0.121 -0.472
O: -1.902 0.595 0.483
C: 0.595 1.798 -0.299
H: 0.985 0.426 1.440
H: 2.287 1.681 1.183
H: 1.783 0.270 -1.532
H: 0.590 -1.930 1.306
H: -1.052 -2.387 0.528
H: -1.496 -0.010 -1.410
H: -2.803 -0.953 -0.445
H: -0.202 2.505 -0.461

* HOMO level: -9.13 eV
* HOMO-LUMO gap: 9.76 eV
* total charge: 0
* energy relative to the best compared isomer or geometry (same formula, charge and spin): 4.890 eV
* multiplicity: 1
* LUMO: 0.6 eV

These are the Löwdin partial charges, in e, on atoms 1 to 2: -0.164 -0.085


[4]
C2H6N2O2 | ωB97M-V/def2-TZVPD

Cartesian coordinates (Å):
C: 0.561 -2.413 0.125
C: -0.297 2.078 -0.273
N: 1.050 -1.084 -0.031
N: 0.267 -0.121 -0.135
O: -1.186 1.902 0.761
O: 0.818 1.183 -0.085
H: 0.230 -2.419 1.299
H: 1.332 -3.113 -0.139
H: -0.322 -2.526 -0.431
H: -2.053 1.746 0.401
H: -0.532 1.769 -1.340
H: 0.131 2.998 -0.152

* HOMO level: -9.17 eV
* HOMO-LUMO gap: 10.09 eV
* total charge: 0
* energy relative to the best compared isomer or geometry (same formula, charge and spin): 4.587 eV
* multiplicity: 1
* LUMO: 0.9 eV

These are the Löwdin partial charges, in e, on atoms 1 to 2: -0.118 -0.286


[5]
C4H10NO | ωB97M-V/def2-TZVPD

Cartesian coordinates (Å):
C: -0.746 -2.704 -1.258
C: 0.975 1.769 1.528
N: 2.275 1.219 1.293
C: 0.881 0.999 0.199
C: -0.719 0.998 0.016
O: -1.333 0.141 -0.944
H: -0.720 -1.615 -1.216
H: -1.717 -3.291 -1.372
H: -0.101 -2.855 -2.141
H: 1.000 2.868 1.601
H: 0.310 1.332 2.276
H: -0.210 -2.925 -0.371
H: 1.061 -0.080 0.367
H: 1.342 1.571 -0.651
H: -1.037 0.573 0.928
H: -1.262 2.000 -0.255

* HOMO level: -2.99 eV
* HOMO-LUMO gap: 7.32 eV
* total charge: -1
* energy relative to the best compared isomer or geometry (same formula, charge and spin): 5.694 eV
* multiplicity: 1
* LUMO: 4.3 eV

These are the Löwdin partial charges, in e, on atoms 1 to 2: -0.082 -0.376


[6]
C15H23NO6 | ωB97M-V/def2-TZVPD

Cartesian coordinates (Å):
C: 6.238 -0.759 -1.213
H: 6.646 -1.724 -1.523
H: 6.876 -0.298 -0.463
H: 6.152 -0.118 -2.092
O: 4.970 -0.934 -0.602
C: 4.028 -1.513 -1.371
O: 4.237 -1.857 -2.510
C: 2.740 -1.675 -0.668
C: 1.675 -2.270 -1.347
C: 0.461 -2.440 -0.725
C: 0.275 -2.011 0.593
C: 1.338 -1.421 1.276
C: 2.558 -1.260 0.648
H: 3.378 -0.804 1.180
H: 1.229 -1.089 2.296
O: -0.965 -2.232 1.110
C: -1.351 -1.598 2.307
C: -1.544 -0.076 2.124
C: -2.562 0.200 0.991
N: -2.257 1.327 0.134
C: -2.133 2.597 0.838
H: -2.728 2.540 1.751
H: -1.099 2.835 1.120
C: -2.706 3.710 -0.048
O: -4.016 3.403 -0.448
H: -4.010 2.465 -0.685
H: -2.067 3.858 -0.932
H: -2.751 4.651 0.505
C: -1.193 1.063 -0.821
H: -0.388 0.443 -0.398
C: -1.737 0.357 -2.072
O: -0.713 -0.030 -2.952
H: -0.212 0.748 -3.220
H: -2.464 1.011 -2.574
H: -2.243 -0.569 -1.795
H: -0.749 2.016 -1.124
H: -2.628 -0.687 0.358
H: -3.547 0.373 1.438
O: -1.898 0.526 3.345
H: -2.759 0.191 3.626
H: -0.582 0.377 1.862
H: -2.310 -2.057 2.569
H: -0.642 -1.789 3.121
H: -0.369 -2.894 -1.240
H: 1.821 -2.585 -2.368

* HOMO level: -8.68 eV
* HOMO-LUMO gap: 9.24 eV
* total charge: 0
* energy relative to the best compared isomer or geometry (same formula, charge and spin): 0.000 eV
* multiplicity: 1
* LUMO: 0.6 eV

These are the Löwdin partial charges, in e, on atoms 1 to 2: -0.051 0.097